No. 1
183
Properties=species:S:1:pos:R:3:forces:R:3 method="wB97M-V/def2-TZVPD" gap_ev=7.16 relative_energy_kj_mol=4049.49 mol_weight_g_mol=1022.4 max_force_ev_per_a=16.335
H -3.10828 5.52981 1.24380 -0.29 0.11 -0.12
H -4.55260 -9.91615 1.46617 0.40 -0.37 -0.85
O -0.78408 -7.77113 -1.41610 1.73 -1.36 1.64
H 1.24404 -2.30281 2.18738 0.55 -0.13 -0.25
O -3.46632 0.17643 -0.55328 0.16 0.26 1.33
H 0.53890 9.82139 1.70934 -0.67 -0.27 -1.23
N -1.85892 -0.68432 1.79396 2.23 9.62 1.64
H -2.10799 -4.72529 0.28600 7.90 8.79 10.16
H 5.13957 4.17877 2.94204 -0.01 -0.37 -0.43
H -3.35018 -2.53064 -2.07702 0.95 -1.15 -0.81
H -0.76806 -6.19135 -2.71878 0.16 0.22 -0.18
H 1.12913 0.77095 2.47819 0.07 0.22 0.23
H 0.00034 -1.17363 2.43684 -0.46 2.02 -0.46
H 5.19296 4.00269 -0.83730 -0.15 0.10 -0.18
H 1.42053 2.79430 3.12716 0.20 -0.28 0.41
H 2.90392 -1.64068 -2.34487 0.22 -0.30 -0.15
H -1.70515 -7.64354 -3.14440 -0.23 0.34 -0.04
C 7.93860 5.84823 3.09222 -0.70 -0.40 -0.45
H -1.86507 2.33249 -1.58177 -0.29 -0.21 0.10
O -0.44437 1.88103 3.40775 1.03 -0.29 -0.08
O 2.82944 5.38046 -2.11154 -0.52 0.45 0.26
H -0.01000 5.00856 -7.17175 -0.54 -0.10 -0.39
C -4.05293 -10.32179 2.34589 0.23 1.39 -0.16
C -1.05766 -4.91705 0.06659 8.20 3.44 3.73
H -0.37528 -1.43540 -1.99141 -0.67 -0.34 -0.11
C -2.76311 -5.65500 -1.00164 -7.17 -2.20 -1.19
H -1.48265 -5.82862 3.97573 -0.28 0.30 0.08
H 1.46638 3.11723 -0.21513 -0.35 -1.09 1.11
H 3.07620 -1.36548 -0.86619 0.31 0.04 0.44
H 1.78291 -2.48926 0.78497 0.06 -0.17 -0.32
H -4.75555 -3.38661 -1.68093 -0.34 -0.44 0.06
H 0.38691 8.69596 -0.39514 -0.62 -0.22 0.01
O -3.11812 -4.66207 -1.98933 -0.04 0.16 -0.08
H -0.15193 5.53037 1.72129 0.43 0.25 0.26
O -2.30127 -2.59032 2.22327 -2.99 -11.54 2.43
O 0.16706 -2.70766 2.76162 -1.15 -2.76 3.56
H -0.00813 -7.69166 -3.33630 0.52 0.05 0.21
H -0.12639 1.02611 -1.94454 -0.33 -0.53 1.92
C -0.28182 -1.31224 -0.91243 0.63 -1.57 2.11
H -1.87694 3.76382 -1.42059 -1.40 1.39 -0.36
O -2.06195 3.81326 1.57374 2.95 1.88 0.30
C 1.21707 1.51885 -3.31754 1.06 -0.45 -1.95
H -1.90954 -0.15943 -0.74638 0.01 0.27 0.09
O 3.54369 1.11984 -4.14040 -0.31 0.21 0.46
N -3.57809 -7.19266 0.92218 0.98 0.84 0.01
C -0.75424 -2.52302 -0.00453 0.14 -0.80 -3.03
H -1.51533 -7.42569 0.61865 -0.73 0.22 0.38
H 2.44277 -5.76137 0.75093 -1.29 0.18 -0.77
H -3.42610 3.25228 2.95204 -0.39 0.15 0.12
C 1.37155 9.11901 1.74767 0.86 1.89 1.70
N -1.08058 6.35673 -0.03971 1.47 3.39 3.18
H 0.36557 3.54324 1.19834 -0.14 -0.43 -0.25
O 2.05685 -2.29745 1.68185 3.22 0.84 -1.75
H -4.25622 -7.20331 -1.06476 -0.36 -0.40 -0.35
H 1.99586 5.86955 -0.25311 2.09 -0.25 -0.44
C -0.33029 1.05656 -0.87421 -0.14 0.96 0.10
H -3.82994 3.01412 1.19902 -0.73 -0.18 0.06
H -0.07780 -5.56581 1.70295 1.81 -1.37 2.72
H -1.83895 -2.47535 -0.10060 0.14 -0.54 0.55
C 0.05467 3.61857 -3.54830 -4.40 -2.44 -3.54
C -3.92745 -6.46297 -0.33544 -0.23 -1.33 -1.49
O -2.64077 -10.14574 2.37855 0.39 0.86 -0.79
H -4.01997 -1.27153 0.80301 -0.14 -0.09 0.27
H -3.22116 -2.63724 2.48370 -0.18 -0.70 0.32
H 0.97326 -4.43320 2.48763 0.45 -0.71 0.68
C -3.05451 2.97964 1.96428 -1.56 1.16 1.03
H -4.28397 -11.38298 2.43843 0.14 0.20 0.17
H -1.65135 2.36678 0.23076 -0.56 -0.52 -0.55
C 0.65479 -8.18500 0.71253 -2.40 1.77 -1.84
H 7.43311 6.78385 3.33138 0.35 0.29 0.35
H -0.01996 -2.34735 3.62847 -0.08 -0.31 0.43
C 4.35968 0.47947 -5.11556 -1.48 0.99 -0.78
H 3.82942 0.72528 -6.03561 0.15 -0.70 -0.66
H -3.24312 -0.36819 -2.52609 0.07 0.12 0.09
H -3.49538 -3.07813 -0.51986 0.09 -0.88 0.53
H 1.41033 3.97922 -2.67800 11.40 -0.90 5.81
C 6.09590 4.46838 0.93139 0.03 -1.71 -0.26
H -2.68715 1.95562 2.03161 -0.53 5.26 2.63
H -0.95725 -9.00792 2.21397 -0.60 -0.50 -0.15
C -2.25049 5.19529 1.82723 -0.08 1.94 0.16
O 6.99216 4.79192 3.29834 0.84 -0.19 -0.63
H -0.25065 -4.56029 4.29066 -0.34 0.03 0.20
H -2.38693 -5.07629 -0.15803 -9.09 -8.35 -10.70
H 0.21981 6.54703 -1.71600 -0.39 0.94 0.68
H 0.77235 5.64223 -2.56623 0.54 -0.82 -0.37
H 0.57986 1.14274 -0.28066 0.39 0.32 -0.50
H 2.36527 -0.21615 -3.18211 -0.19 0.14 -0.35
C 0.43673 2.96601 3.56392 -0.36 1.25 0.10
N 1.79287 -7.70229 1.42974 1.00 0.29 -0.56
C 0.30067 6.54411 -0.62900 -4.72 -0.51 1.34
H 1.85705 7.91171 -0.72043 0.56 0.03 0.03
H -2.55864 1.29186 1.47451 0.68 -4.51 -2.29
O -0.04035 5.54958 -5.20663 0.09 -0.23 0.01
H -4.80889 -5.84239 -0.17402 0.16 0.28 0.32
H -0.98477 -0.70270 3.68438 -0.19 1.12 0.46
H -4.55194 -9.69666 3.08637 0.07 -0.35 0.91
C 5.86174 4.82360 2.44127 -0.18 0.08 -0.38
H -0.43262 -2.42169 1.03200 -0.12 0.26 -1.47
C -2.02579 -8.81766 2.11328 -1.48 -0.77 1.29
H 0.61348 -9.26647 0.58281 0.71 -0.12 -0.27
H -0.53192 -5.12156 0.99926 -1.95 1.45 -2.34
C -0.78339 -7.28085 -2.68953 -0.48 -0.22 -2.16
H -4.37899 -1.40049 -1.62112 -0.20 0.65 0.20
C 0.62271 3.70221 0.15110 -0.74 -2.25 0.35
C 0.05188 0.93353 2.44383 -2.31 -0.07 0.88
H -1.63532 5.53551 -0.23453 1.38 4.15 -1.53
H 1.45509 9.13692 2.83431 0.45 -0.82 0.25
H 4.43876 -0.60075 -4.99313 0.20 -0.03 0.17
C 2.64911 5.11657 -0.69401 4.35 2.24 0.11
H -3.36073 0.39672 2.81505 0.10 0.12 0.10
H -0.22962 -8.01650 1.32696 0.79 0.51 -0.56
H -1.35929 3.92864 -5.13850 -0.01 -0.05 -0.29
H 0.79847 -1.38045 -0.78426 -0.52 1.22 0.22
H -1.44353 5.05183 -3.78965 -0.26 0.18 0.05
C -3.67541 -3.42092 -1.53878 -0.17 -0.44 -0.27
H 6.57681 3.50621 0.75517 0.38 -0.31 1.10
H 2.18254 4.16582 -0.43616 3.02 0.98 -1.37
H -2.35460 -8.73891 0.00560 -0.44 -0.30 -0.22
O -1.93740 4.58130 -0.92633 -8.33 -0.51 -4.17
H -1.59869 5.73206 -6.55268 -0.03 -0.29 -0.41
H 1.75385 5.15675 -3.93756 0.49 -0.08 0.19
C -2.37639 -8.05208 0.85170 -0.64 -0.20 -0.43
C 1.62541 5.03176 -2.86240 6.71 4.09 2.39
N 4.86950 4.21819 0.09492 0.25 1.27 2.15
H -2.23205 -8.14017 2.94185 -0.38 -0.01 0.42
O -0.40187 3.48045 -0.77623 6.44 -3.03 0.41
H 0.47521 -6.37366 -0.67698 0.63 -0.27 0.36
N 0.83460 2.57365 -4.21816 -0.42 -0.16 -0.92
H 0.95483 4.73157 0.01619 -1.21 -3.28 1.78
C -3.99719 -0.38640 -1.73924 -1.59 0.88 0.89
H -1.93141 -6.31323 -1.25286 -2.29 0.45 -1.12
H 0.46670 3.30119 4.60067 0.36 -0.57 0.25
H 1.66888 -8.17421 2.31407 0.64 0.49 0.48
H 1.86661 -0.00827 -4.83375 -0.16 0.58 -0.45
C 4.01229 5.41909 0.07829 -1.00 -1.73 -1.96
H -2.49652 5.40029 2.86913 0.09 -0.39 0.28
H 1.74620 2.93594 -4.45864 0.24 0.70 -0.62
C -2.89440 0.31878 1.83292 -0.21 -3.69 -2.69
H 0.34945 0.92058 -3.03934 0.84 0.08 -1.33
H -0.26106 1.28756 1.46157 0.48 -0.08 0.00
O -0.28697 -3.83681 -0.53965 -1.25 1.33 0.40
H 4.60146 6.18747 -0.42228 -0.54 0.73 -0.02
C 1.96603 -6.23151 1.61104 0.28 -0.79 1.44
H 5.42292 5.81866 2.51464 -0.06 0.36 -0.22
H -0.50286 -5.86293 5.44041 0.63 -0.63 -0.20
H 0.83150 4.12040 -2.97141 -12.59 -0.41 -4.91
H 2.88875 -6.15216 2.18584 -0.22 -0.16 0.96
O 0.45245 -6.32568 3.51526 0.37 1.23 1.00
H 5.31361 0.99003 -5.24765 0.08 -0.18 0.76
C 0.94247 7.79374 -0.13929 1.12 1.11 -0.06
C -3.91788 -0.18646 0.78605 -0.53 0.63 -0.74
H 0.75988 5.59181 -0.36377 -1.51 3.85 -1.45
C -0.49132 -5.61980 4.37793 0.36 0.02 -1.41
H 6.86179 5.11216 0.49888 -0.40 0.96 -0.19
H -0.99944 7.07870 1.91689 -0.31 -0.39 0.72
H 3.69652 5.74162 1.07044 0.41 -0.20 0.13
C 0.43410 -7.46124 -0.73677 1.54 -0.72 1.74
C -1.16704 2.32125 -0.74467 1.29 -2.16 2.08
H 8.84219 5.64073 3.66541 -0.38 0.12 0.37
C 2.23036 0.53422 -3.96111 0.80 0.03 1.48
N -0.97861 -0.10650 -0.35823 2.27 -1.35 -3.45
H -0.21253 6.74620 -6.92579 0.19 0.03 0.38
H -4.81659 0.30510 -1.93547 -0.26 -0.37 -0.98
H 8.27322 5.93574 2.05856 -0.11 -0.19 -0.25
H 2.27218 9.62716 1.40306 0.10 0.22 -0.36
H -0.67503 -3.04358 2.45457 -1.54 -0.51 0.18
C -1.02541 6.10876 1.42027 -0.52 -0.30 -0.26
C 0.78985 -5.49998 2.35943 1.03 -2.42 -0.50
C -0.70090 -0.37654 2.68381 0.66 -0.16 -2.12
O 1.27301 7.85094 1.26641 -1.04 -1.67 -1.07
C -0.75740 4.52529 -4.45304 -0.51 0.06 -0.30
C -0.50915 5.76220 -6.56267 0.40 -0.46 1.34
H -2.13425 -1.65596 2.09949 -0.67 1.40 0.58
H -0.95022 -5.83759 -0.50714 0.54 1.93 0.88
H -1.63840 4.35236 -0.04632 -0.70 -1.69 -0.16
O 2.42587 -1.34958 -1.56836 0.66 -0.26 0.02
H 1.36260 -7.72361 -1.24388 -0.22 -0.41 -0.84
H 1.64787 2.01611 -2.44849 0.26 -0.82 0.79
H -1.58299 -0.83932 0.83482 0.42 1.04 0.62
H -0.56101 3.20490 -2.74961 -0.20 -0.11 -1.00
H -4.38215 -7.68285 1.28729 0.01 -0.02 -0.21
H -4.87720 0.28868 0.99117 -0.28 -0.08 -0.24
H 0.07112 3.86715 3.07162 -0.31 -0.01 -0.34

No. 2
33
Properties=species:S:1:pos:R:3:forces:R:3 method="wB97M-V/def2-TZVPD" gap_ev="7.86 / 7.85" relative_energy_kj_mol=0.00 mol_weight_g_mol=186.3 max_force_ev_per_a=4.189 total_charge=+1
H -1.58444 1.12999 2.31489 1.20 -0.59 -0.71
N -1.60678 -0.31777 0.57679 -0.43 0.34 1.23
H 0.13188 2.51272 -1.93967 0.30 0.38 0.25
C -1.59786 1.34637 -2.57193 -0.98 1.16 -1.20
P 2.67923 -0.27184 -0.10875 -0.56 -0.05 0.67
C 1.71770 -0.53746 1.46959 -1.83 0.82 -3.40
H 0.03465 2.29101 -3.73589 -0.45 -0.17 1.28
C -0.45693 -1.09606 0.88348 3.48 -0.68 -0.13
C 3.53371 -1.86101 -0.54960 2.87 -1.00 2.89
H 2.95680 -2.75130 -0.76157 -0.72 0.23 -0.07
H 4.25661 -2.20689 0.34428 -1.75 0.74 -1.59
C -2.05953 0.82855 1.37615 -1.14 1.67 1.80
H -2.26479 1.43423 -3.51260 0.28 -0.04 1.93
C 1.36191 -1.74907 2.17326 1.12 -3.67 1.46
H -0.44035 -1.88827 0.12390 0.51 0.37 -0.02
C -2.30376 1.53206 -1.19155 2.06 0.00 -0.86
H -0.46465 1.43571 0.02037 0.58 -0.53 0.13
H -1.12635 3.29344 -2.99090 -0.07 1.39 0.41
H 3.61899 0.45815 0.64969 0.57 -0.18 -0.35
H -2.40003 -0.85960 0.29287 -0.57 -0.23 -0.77
H -3.12590 0.96929 1.75826 0.89 -0.74 -1.94
H -1.19250 0.40098 -2.71358 0.90 -2.01 0.18
H -3.26313 1.10875 -1.21585 -1.45 -0.61 0.28
H 1.90278 -1.81586 3.16481 -0.67 0.10 -0.75
H 4.29797 -1.81017 -1.33490 -0.59 0.72 -0.22
H -0.46289 -0.97592 3.03934 0.27 -0.06 -0.25
H -0.70918 -2.65209 2.44878 1.17 1.46 -0.09
H -2.37910 2.62110 -1.18003 -0.32 -0.03 0.90
C -0.54685 2.43166 -2.77078 0.38 -1.09 -1.88
H 1.62148 -2.76777 1.68044 -0.08 1.95 0.28
C -0.12772 -1.65764 2.23714 -2.96 -1.45 1.64
H 1.45829 0.38903 1.99945 0.31 -0.22 -0.22
C -1.45926 1.03566 0.02412 -2.32 2.01 -0.88